Entry from OMol25: the ion C8H12N5S with charge +1 in a non-equilibrium geometry (the ωB97M-V functional and the def2-TZVPD basis).

Properties
- LUMO energy (eV) = -3.1
- net charge = +1
- orbital gap (eV) = 9.620
- SMILES = NN/C(N)=[N+](/C(N)=S)c1ccccc1

Cartesian coordinates (Å):
N 2.58876 -2.00984 -0.57702
N 1.64919 -0.98794 -0.18424
C 1.59873 0.30231 -0.51661
N 2.48088 1.03762 -1.16180
N 0.38618 0.97606 -0.21602
C 0.08495 2.42418 -0.23971
N -0.91530 2.77515 0.58291
S 0.92450 3.51088 -1.10461
C -0.69030 0.12615 0.13451
C -0.58009 -0.46474 1.33490
C -1.45869 -1.49973 1.78084
C -2.47349 -1.91368 0.87600
C -2.61957 -1.26670 -0.36043
C -1.68080 -0.30521 -0.72871
H 2.49552 -2.20435 -1.61182
H 3.57076 -1.81894 -0.25864
H 0.73018 -1.32992 0.10637
H 2.23713 2.09603 -1.27146
H 3.42129 0.70392 -1.29628
H -1.26497 2.23861 1.30080
H -1.17661 3.75688 0.56203
H 0.22300 -0.09121 2.01904
H -1.36952 -2.13881 2.62873
H -3.31668 -2.58515 1.14788
H -3.25447 -1.40698 -1.21225
H -1.59060 0.07542 -1.73438

Here are the Löwdin charges for atoms 1 to 4, given in e: 0.066, 0.023, -0.300, 0.185


Entry from OMol25: a cluster of 2 separate species, C8H12NOS in total in a non-equilibrium geometry (the ωB97M-V functional and the def2-TZVPD basis).

Properties
- LUMO energy (alpha / beta) (eV) = 3.3 / 3.3
- net charge = -1
- orbital gap (alpha / beta) (eV) = 5.940 / 5.937

Cartesian coordinates (Å):
C 1.55224 -0.58494 -2.01298
C 1.80608 -0.01198 -3.21232
C -0.55153 -0.06466 -2.52957
C 0.23893 -0.59639 -1.58263
C -0.97169 -0.43727 2.48751
C 0.97953 0.47051 1.23077
C -1.48601 1.03414 0.60688
C -0.46949 0.01169 1.15278
N -0.56850 -1.30915 0.35248
O 0.23753 -2.21995 0.67889
S 0.38210 0.61120 -3.96733
H 2.32098 -0.82864 -1.25121
H 2.75702 -0.11163 -3.64085
H -1.58713 0.06109 -2.44865
H -2.00835 -0.86096 2.48371
H -0.41164 -1.20572 2.90541
H -0.77699 0.31942 3.27873
H 1.73727 -0.11077 0.74684
H 1.22678 0.45962 2.29420
H 1.02032 1.51936 0.94758
H -1.50634 1.93674 1.15574
H -1.38434 1.19433 -0.37993
H -2.53675 0.72395 0.70395

Here are the Löwdin charges for atoms 1 to 4, given in e: -0.272, -0.506, -0.411, -0.216


Entry from OMol25: the ion C8H12NOS with charge +1 in a non-equilibrium geometry (the ωB97M-V functional and the def2-TZVPD basis).

Properties
- LUMO energy (eV) = -5.2
- net charge = +1
- orbital gap (eV) = 7.571

Cartesian coordinates (Å):
C 1.44403 -2.79751 2.09689
C 0.59507 -2.39118 1.10076
C 1.49522 -1.95769 3.17469
C -0.01935 -1.04036 1.33752
C -0.58132 2.26487 -0.92020
C -1.81767 1.65165 -0.19055
C -0.87267 -0.39293 0.53089
C 0.35815 0.72989 -2.65826
N 0.35460 1.10737 -1.25751
O -1.21188 0.83293 0.78180
S 0.67107 -0.53530 2.88462
H 1.89964 -3.87466 1.93981
H 0.29457 -2.91691 0.11254
H 2.15042 -2.23510 4.09622
H -0.75262 2.82184 -1.86000
H -0.13671 3.01774 -0.32854
H -2.42895 2.30601 0.35486
H -2.51754 1.07508 -0.77854
H -1.26104 -0.86528 -0.33885
H 1.01234 -0.07737 -2.81614
H -0.69474 0.54545 -2.97069
H 0.70267 1.42822 -3.33591
H 1.31673 1.30325 -0.95540

Here are the Löwdin charges for atoms 1 to 4, given in e: -0.200, -0.048, -0.372, -0.416


Energy above the lowest of the compared OMol25 structures with the same formula, charge and spin
In order: 34.9 339.9 101.3
Unit: kJ/mol